C25H23N4O3Pt as an isolated structure in a non-equilibrium geometry, computed with the ωB97M-V functional and the def2-TZVPD basis.

XYZ file:
```
56
Properties=species:S:1:pos:R:3:forces:R:3:mulliken_charge:R:1
Pt 0.62303 -0.94237 0.28844 2.7497 1.0561 -0.5360 1.827
C 0.52563 -1.88547 4.44454 -0.2257 -0.1597 -0.1524 -1.555
C 0.20093 -1.05027 3.23834 0.4028 1.1561 0.7906 0.833
O -0.25047 -1.60567 2.21304 0.0716 -1.0570 -1.0226 -0.611
C 0.40853 0.35743 3.34684 0.2365 -0.5726 -0.1777 -1.231
C 0.16793 1.28533 2.34924 -0.2372 -0.0285 -0.1153 1.152
C 0.32063 2.75073 2.60844 -0.2105 -0.0368 0.0385 -1.350
N -0.21127 0.91853 1.10444 1.2415 -2.8713 0.7167 -0.001
N -0.77407 1.82963 0.36214 -0.9627 1.5885 -2.5782 -0.471
C -0.82487 1.79333 -0.93986 0.9211 -0.0423 2.9960 0.230
O -0.10087 0.85583 -1.63576 1.2645 -0.6752 -1.0719 -0.177
C -1.61047 2.72473 -1.69906 -0.7510 0.4189 -1.0257 0.565
C -2.43477 3.67053 -1.06336 0.3472 -0.4733 -0.1368 -0.350
C -3.18247 4.54603 -1.81956 0.0376 0.0544 -0.2638 -0.715
C -3.12957 4.49313 -3.20926 0.0926 -0.1198 -0.0167 -0.390
C -2.33597 3.54583 -3.84686 -0.2713 0.2364 -0.0410 -0.907
C -1.57907 2.66613 -3.10436 0.1046 -0.0976 0.7086 -0.277
H 0.65653 -2.92567 4.15494 -0.0141 0.0127 -0.0011 0.381
H -0.30067 -1.82227 5.15234 -0.0508 -0.0222 0.0901 0.395
H 1.42093 -1.52117 4.94274 0.0296 0.0454 0.0076 0.404
H 0.75563 0.72153 4.30124 0.0765 0.0739 0.0013 0.385
H 0.69513 2.94393 3.60754 0.0228 -0.0680 0.0776 0.403
H -0.64267 3.24223 2.48764 -0.0522 0.0899 -0.0128 0.285
H 0.99713 3.18353 1.87184 0.0030 0.0177 -0.0316 0.348
H -2.47207 3.69953 0.01284 0.0021 -0.0101 0.1337 0.433
H -3.81157 5.27553 -1.33366 -0.0386 0.0685 0.0553 0.428
H -3.70617 5.19093 -3.79716 -0.0789 0.0371 -0.0378 0.408
H -2.31787 3.48903 -4.92556 0.0234 0.0591 -0.0521 0.424
H -0.95797 1.92673 -3.58736 0.0451 0.0026 -0.0681 0.478
C 0.84893 -2.91167 -2.05226 -0.2346 -0.2215 -0.5138 -1.123
N 1.57213 -2.44707 -0.89666 -0.6433 0.6237 1.0812 -0.020
C 2.75603 -2.84347 -0.55106 0.1814 0.0730 0.7789 0.146
C 3.34033 -2.29407 0.59724 0.6788 -0.5975 -0.4052 -0.067
C 4.56173 -2.58097 1.26834 -0.8210 0.1692 -0.7722 -1.016
C 4.63033 -1.71207 2.32554 -0.7171 0.4062 0.1868 -0.828
C 3.45323 -0.91987 2.27714 0.2722 0.3032 0.7249 -0.517
N 2.69153 -1.27867 1.26124 -1.7931 0.3436 -1.3099 -0.013
C -0.55777 -2.37067 -1.93646 0.0890 0.0180 -0.3015 0.769
C -1.24057 -1.79667 -2.99696 0.1636 -0.2033 0.1470 -0.706
C -2.49257 -1.23247 -2.78996 0.0569 -0.0190 0.0671 -0.420
C -3.05947 -1.20967 -1.52366 -0.0649 0.0353 0.1945 -0.599
C -2.40267 -1.79977 -0.45786 -0.4027 0.2808 -0.1094 -0.300
C -1.15827 -2.39837 -0.65886 0.4393 0.1286 0.2120 -0.964
H 0.85173 -4.00877 -2.09416 -0.0500 0.1100 -0.0091 0.459
H 1.33053 -2.54007 -2.96516 -0.1559 -0.0520 0.0474 0.429
H 3.29953 -3.59647 -1.11736 -0.1712 -0.0029 -0.1270 0.450
H 5.26773 -3.33387 0.98274 0.1717 -0.1902 -0.0757 0.488
H 5.40483 -1.63987 3.06164 0.1455 0.1155 0.1533 0.470
H 3.17263 -0.12157 2.94094 -0.0650 0.1714 0.0572 0.583
H -0.81247 -1.80227 -3.98906 0.1247 0.0678 -0.0357 0.436
H -3.03227 -0.79547 -3.61716 0.0011 0.0257 -0.0885 0.450
H -4.02847 -0.75607 -1.38146 -0.0554 0.0494 0.0508 0.445
H -2.86277 -1.83777 0.51834 0.0160 0.0239 0.0875 0.468
H -0.75917 -3.06627 0.10364 -0.0751 0.0878 -0.0399 0.785
O 1.93853 1.38483 -0.72496 -0.7153 -1.7863 -2.0227 -0.380
C 1.15743 0.55183 -1.10856 -1.1550 1.3570 3.7477 0.232
```
Positions in Å, forces in eV/Å.

Computed properties:
HOMO level (spin up / spin down): -10.55 / -10.50 eV
Total energy: -1530.1559 hartree
Kohn-Sham gap (spin up / spin down): 4.767 / 4.624 eV
Net charge: +1
ΔE to the lowest compared entry with this formula, charge and spin: 87.5 kcal per mole
Maximum force: 4.15 eV/Å